Entry 1:
Formula: C2H8NO2P
Source: the OMol25 dataset
Level of theory: ωB97M-V/def2-TZVPD

Output
structure (SMILES): COP=O.CN
highest occupied orbital energy: -9.049 eV

```
14
Properties=species:S:1:pos:R:3:nbo_charge:R:1
H 1.91819 -1.13461 -1.10442 0.353
H 1.99291 -1.18047 1.38338 0.180
N 1.21240 -0.86369 -0.41418 -0.855
C -1.13604 1.49675 -0.30670 -0.267
H -1.14145 2.13551 0.53626 0.184
O -1.48000 0.22113 0.01447 -0.803
H 0.67938 -1.73308 -0.27026 0.356
H 0.79555 0.19799 1.26020 0.187
P -2.55406 -0.72699 -0.74801 1.520
H -1.76077 2.04229 -1.07507 0.173
H 2.35393 0.37996 0.55414 0.190
O -2.49482 -1.99185 0.01302 -1.012
H -0.05643 1.48841 -0.66652 0.199
C 1.67121 -0.33135 0.82368 -0.407
```

***

Entry 2:
Formula: C2H8NOP
Source: the OMol25 dataset
Level of theory: ωB97M-V/def2-TZVPD

Output
highest occupied orbital energy (spin up / spin down): -8.507 / -8.563 eV

```
13
Properties=species:S:1:pos:R:3:nbo_charge:R:1
H 1.59367 1.67314 0.14735 0.200
C 0.69705 1.88884 -0.58017 -0.418
N -0.00496 0.62297 -0.83363 -0.942
H -0.52467 -2.68844 0.71824 0.244
P -0.77401 -0.19280 0.42537 1.036
H 0.06553 2.67471 -0.21884 0.190
H 0.60430 -1.90279 -0.39505 0.237
O -3.31304 0.51929 0.65476 -0.374
C -0.43638 -1.92814 -0.10384 -0.941
H -0.77089 0.70811 -1.59004 0.393
H -1.08185 -2.25350 -0.91914 0.244
H 0.15697 -0.05249 1.33389 -0.080
H 1.16927 2.35483 -1.46880 0.212
```

***

So what do the calculations give for calculated total energy? Going down the list: -627.5810 -552.1356 a.u..
So what do the calculations give for energy relative to the best compared isomer or geometry (same formula, charge and spin)? Going down the list: 2.040 6.748 eV.